1.
{
  "formula": "C33H52FO13P",
  "method": "ωB97M-V/def2-TZVPD",
  "elements": ["P", "F", "O", "O", "O", "O", "O", "O", "O", "O", "O", "O", "O", "O", "O", "C", "C", "C", "C", "C", "C", "C", "C", "C", "C", "C", "C", "C", "C", "C", "C", "C", "C", "C", "C", "C", "C", "C", "C", "C", "C", "C", "C", "C", "C", "C", "C", "C", "H", "H", "H", "H", "H", "H", "H", "H", "H", "H", "H", "H", "H", "H", "H", "H", "H", "H", "H", "H", "H", "H", "H", "H", "H", "H", "H", "H", "H", "H", "H", "H", "H", "H", "H", "H", "H", "H", "H", "H", "H", "H", "H", "H", "H", "H", "H", "H", "H", "H", "H", "H"],
  "coordinates": [[4.401, -3.664, -1.944], [-2.225, -1.124, -1.869], [-1.676, 4.282, -4.481], [-0.758, 2.421, -5.194], [4.633, -0.425, -2.251], [1.864, -4.970, 5.102], [1.265, -1.818, -5.475], [-0.333, 3.852, 3.281], [0.732, -1.968, 1.227], [-4.455, 4.559, -1.703], [-0.231, 6.026, 3.591], [-4.684, 6.724, -2.030], [3.644, -4.121, -0.744], [1.768, -7.134, 4.747], [0.827, 0.199, 1.548], [2.244, -0.170, -2.457], [1.274, -3.294, 1.365], [1.283, -0.584, -3.400], [-6.661, 5.603, -1.371], [-0.171, 1.056, -2.519], [0.719, -3.994, 2.587], [-1.525, -1.813, -4.076], [3.399, -2.392, -2.787], [-1.555, -2.110, -2.577], [3.547, -0.923, -2.461], [1.638, -1.730, -4.324], [0.773, 4.161, -4.713], [2.229, -1.089, 2.965], [1.233, -0.898, 1.847], [1.751, -9.175, 6.077], [3.276, -6.266, 6.494], [0.175, 4.936, 3.891], [-1.607, 5.556, -3.824], [2.274, -6.062, 5.383], [-1.031, -0.365, -4.428], [0.057, 0.040, -3.437], [2.032, 0.824, -1.555], [-1.387, 6.675, -4.819], [-5.190, 5.685, -1.701], [1.181, 4.753, 5.003], [-4.897, 3.312, -1.157], [-5.716, 2.526, -2.159], [2.305, -8.455, 4.866], [2.504, -2.794, -3.679], [-0.349, 1.844, 4.659], [-0.602, 3.544, -4.792], [0.208, 2.530, 3.428], [0.757, 1.449, -1.606], [0.988, -3.477, 3.503], [0.661, -9.201, 6.034], [-0.078, 2.373, 5.574], [2.748, -6.297, 7.446], [0.024, 0.821, 4.728], [3.396, -8.432, 4.857], [4.531, -4.754, -2.836], [-0.372, -4.022, 2.544], [-5.426, 3.466, -0.215], [-2.153, -3.025, -2.449], [-0.099, 1.981, 2.544], [-0.858, 5.547, -3.030], [-0.594, -0.351, -5.425], [-2.568, -1.861, -4.412], [1.298, 2.549, 3.417], [1.479, 3.382, -4.431], [2.832, -1.988, 2.871], [-6.627, 3.056, -2.440], [0.973, -3.828, 0.465], [2.363, -3.271, 1.354], [-5.995, 1.555, -1.748], [-2.570, 5.691, -3.334], [-0.436, 6.567, -5.344], [1.043, 4.551, -5.694], [-2.172, 6.666, -5.577], [1.093, -5.014, 2.648], [1.867, 5.597, 4.983], [-0.918, -2.568, -4.579], [-1.130, 1.567, -2.483], [2.387, -3.854, -3.901], [2.021, -8.670, 7.005], [-6.920, 4.788, -0.699], [-1.395, 7.642, -4.316], [3.883, -7.162, 6.386], [-3.991, 2.758, -0.916], [-5.143, 2.369, -3.074], [3.961, -5.421, 6.493], [2.001, -8.978, 3.960], [2.917, -0.246, 2.958], [0.529, 2.226, -0.884], [-1.869, 0.329, -4.396], [0.656, 4.743, 5.957], [-7.226, 5.505, -2.297], [2.126, -10.198, 6.120], [2.800, 1.098, -0.842], [0.862, 4.951, -3.971], [-1.439, 1.819, 4.617], [-0.569, -2.330, -2.152], [1.785, 3.854, 4.911], [5.634, -3.143, -1.500], [1.696, -1.107, 3.916], [-6.950, 6.525, -0.873]],
  "forces_ev_per_angstrom": [[-1.37, -0.06, 1.63], [0.28, 0.20, -0.03], [-0.30, -0.25, 0.21], [-0.15, 0.08, -0.07], [-0.44, -0.36, 0.19], [0.03, -0.15, 0.12], [0.28, -0.19, 0.51], [-0.04, 0.07, -0.32], [-0.07, 0.14, -0.41], [0.44, 0.15, 0.06], [-0.05, -0.03, -0.11], [0.21, -0.16, -0.04], [0.07, -0.07, 0.01], [-0.11, 0.06, -0.39], [0.04, -0.06, -0.09], [1.10, -1.26, -0.54], [0.00, -0.37, 0.28], [0.48, -0.43, -0.21], [-0.04, -0.02, 0.53], [-0.77, 0.45, 0.22], [-0.21, 0.31, -0.14], [-0.42, 1.14, 0.26], [1.28, -0.09, -0.08], [-0.49, -1.24, -0.63], [-0.10, 0.18, -0.04], [-0.30, 0.05, 0.16], [0.17, -0.04, 0.52], [0.49, 0.00, -0.24], [-0.06, -0.14, 0.24], [-0.05, 0.10, 0.14], [0.47, -0.09, -0.25], [-0.02, 0.01, 0.32], [-0.04, 0.36, -0.01], [0.05, 0.03, 0.40], [0.54, -0.84, 0.78], [-0.69, 0.22, -1.11], [-1.18, 0.91, 0.03], [0.15, -0.06, -0.16], [-0.38, 0.02, -0.13], [0.47, -0.08, -0.23], [-0.18, -0.25, -0.06], [-0.10, 0.09, -0.14], [0.02, -0.22, 0.18], [-0.38, 0.36, -0.03], [0.00, 0.14, 0.17], [0.25, 0.19, -0.24], [-0.13, -0.15, 0.19], [1.59, -0.04, 0.92], [0.10, -0.09, 0.01], [0.02, -0.05, -0.08], [0.08, -0.06, 0.00], [-0.01, -0.01, -0.01], [-0.01, 0.00, -0.04], [-0.01, 0.06, 0.07], [0.49, 0.54, -0.35], [0.01, -0.05, -0.10], [-0.04, 0.07, -0.05], [0.17, 0.09, 0.09], [-0.01, 0.18, -0.08], [0.07, -0.06, -0.08], [-0.28, 0.03, 0.01], [0.26, -0.32, -0.22], [-0.01, 0.06, 0.03], [-0.05, -0.09, -0.19], [-0.16, -0.10, 0.10], [-0.03, -0.03, 0.08], [0.00, 0.20, -0.10], [-0.04, 0.06, -0.03], [0.03, 0.00, 0.01], [-0.02, -0.19, -0.03], [0.04, 0.04, 0.07], [-0.02, 0.00, 0.00], [-0.06, 0.02, 0.08], [0.02, 0.02, 0.02], [-0.18, 0.12, 0.07], [-0.22, -0.02, 0.04], [0.00, -0.23, -0.27], [-0.08, 0.27, -0.44], [0.08, -0.04, -0.01], [-0.02, -0.11, -0.16], [-0.04, -0.02, 0.02], [-0.13, -0.09, 0.10], [0.09, 0.16, -0.04], [0.06, -0.04, 0.06], [-0.17, 0.12, 0.07], [-0.06, 0.17, -0.06], [-0.17, 0.12, 0.07], [-0.04, -0.07, -0.08], [0.22, 0.03, 0.12], [-0.01, -0.01, -0.01], [0.02, -0.01, 0.00], [0.00, 0.01, -0.02], [-0.13, 0.04, -0.04], [-0.06, 0.12, -0.14], [0.02, -0.06, -0.08], [-0.06, 0.57, 0.17], [-0.14, -0.09, 0.10], [0.14, 0.04, -0.93], [0.00, -0.04, -0.01], [0.03, 0.09, -0.20]],
  "lumo_energy_ev": -0.95,
  "molar_mass_g_mol": 706.74,
  "total_charge": 0,
  "homo_lumo_gap_ev": 8.3
}

2.
{
  "formula": "C33H52HgN3O3P2",
  "method": "ωB97M-V/def2-TZVPD",
  "elements": ["Hg", "P", "P", "O", "O", "O", "N", "N", "N", "C", "C", "C", "C", "C", "C", "C", "C", "C", "C", "C", "C", "C", "C", "C", "C", "C", "C", "C", "C", "C", "C", "C", "C", "C", "C", "C", "C", "C", "C", "C", "C", "C", "H", "H", "H", "H", "H", "H", "H", "H", "H", "H", "H", "H", "H", "H", "H", "H", "H", "H", "H", "H", "H", "H", "H", "H", "H", "H", "H", "H", "H", "H", "H", "H", "H", "H", "H", "H", "H", "H", "H", "H", "H", "H", "H", "H", "H", "H", "H", "H", "H", "H", "H", "H"],
  "coordinates": [[-0.079, 0.275, 1.320], [0.490, 2.608, 1.277], [-1.142, -2.256, -1.657], [1.155, -1.056, 3.000], [-0.825, -2.151, 2.912], [-2.723, 0.223, 3.840], [0.235, -1.756, -0.770], [-0.353, -3.823, 4.665], [-0.321, 1.326, -1.487], [-0.833, 3.886, 1.681], [-2.787, -3.389, 0.244], [-1.006, 2.847, -3.692], [-3.050, -0.922, -0.081], [-2.770, -2.257, -0.798], [0.960, 3.097, -0.429], [1.789, 2.313, 3.759], [0.313, -3.604, -3.661], [0.180, -4.667, -1.389], [0.784, -2.874, 4.502], [0.340, -1.951, 3.371], [1.970, -0.603, -2.153], [-1.352, 1.490, -3.632], [-2.122, 3.436, 0.969], [2.604, 4.173, 2.269], [-0.608, -3.863, -2.443], [-0.844, 0.717, -2.560], [-1.093, 3.924, 3.197], [2.974, -0.839, -1.204], [-1.799, -4.711, -2.926], [-0.460, 5.295, 1.197], [2.283, -0.009, -3.399], [4.626, -0.146, -2.828], [-0.247, 3.401, -2.663], [4.310, -0.610, -1.542], [-3.892, -2.463, -1.843], [3.620, 0.176, -3.747], [-2.196, 0.784, 2.992], [-0.557, -0.767, -2.690], [0.617, -1.050, -1.858], [3.105, 1.762, 1.729], [2.059, 2.739, 2.302], [0.046, 2.598, -1.543], [0.122, 4.424, -2.672], [1.029, 2.931, 4.249], [1.008, -4.086, -0.971], [-1.363, 2.931, 3.590], [-4.857, -2.403, -1.315], [2.661, -1.228, -0.227], [-3.864, -1.688, -2.622], [-2.048, -3.210, 1.034], [0.598, -5.564, -1.862], [4.020, 1.834, 2.336], [-2.408, -4.187, -3.670], [0.585, -4.575, -4.094], [2.728, 2.423, 4.324], [-2.335, -0.757, 0.739], [1.957, 4.878, 2.809], [-0.686, -3.819, 5.631], [2.763, 4.538, 1.244], [1.477, 0.258, -4.090], [2.753, 0.724, 1.792], [-0.622, -1.092, -3.731], [0.503, 5.638, 1.593], [-3.840, -3.443, -2.326], [1.244, -3.091, -3.384], [-0.046, -4.779, 4.461], [-1.943, 1.001, -4.402], [-0.462, -4.989, -0.564], [-2.994, -0.069, -0.771], [-1.946, 4.601, 3.376], [1.478, 1.260, 3.814], [-1.985, 3.369, -0.116], [-3.788, -3.416, 0.703], [-1.233, 5.991, 1.557], [-0.192, -3.036, -4.452], [-2.440, -5.055, -2.106], [-2.602, -4.374, -0.203], [3.581, 4.175, 2.776], [1.963, 2.674, -0.606], [3.367, 1.977, 0.687], [5.669, -0.021, -3.119], [1.053, 4.186, -0.514], [1.688, -3.416, 4.231], [-2.474, 2.467, 1.350], [-1.313, 3.462, -4.538], [5.089, -0.821, -0.807], [-0.445, 5.370, 0.104], [-4.060, -0.958, 0.357], [-1.082, -3.480, 3.980], [-2.903, 4.186, 1.166], [0.945, -2.319, 5.423], [-1.397, -5.610, -3.412], [3.878, 0.551, -4.738], [-0.236, 4.335, 3.750]],
  "forces_ev_per_angstrom": [[-0.48, -1.52, -0.80], [0.30, 1.35, -0.01], [1.76, 1.82, 1.36], [-0.63, -1.51, 1.10], [0.83, -0.49, 0.88], [0.86, 0.72, -1.29], [-1.39, -0.87, 0.83], [0.44, -1.02, 1.01], [0.72, -0.65, -0.46], [0.20, -0.02, 0.29], [-0.04, -0.15, 0.05], [-0.21, -0.13, 0.36], [0.31, 0.08, 0.01], [-0.54, -0.25, -0.11], [0.18, 0.15, -0.35], [-0.07, 0.00, 0.00], [0.05, 0.12, 0.10], [0.12, 0.15, 0.15], [0.03, 0.03, -0.25], [0.02, 1.87, -1.63], [-1.38, -0.30, 0.05], [0.51, -0.32, 0.59], [-0.07, -0.06, 0.01], [0.36, 0.01, 0.22], [-0.37, -0.48, -0.44], [-0.94, 1.25, -0.48], [-0.16, 0.26, 0.01], [0.53, -0.02, 0.14], [0.08, -0.20, -0.17], [-0.12, 0.17, 0.12], [0.37, -0.13, 0.06], [0.33, 0.05, 0.11], [0.00, -0.35, 0.49], [-0.51, 0.01, -0.12], [0.01, -0.13, 0.04], [-0.43, -0.06, 0.28], [-1.16, -0.99, 1.62], [-1.93, -0.60, -0.50], [2.76, 0.44, -0.77], [-0.14, -0.01, -0.08], [-0.03, 0.48, -0.01], [-0.13, 0.15, -0.39], [-0.15, -0.15, -0.23], [0.27, -0.18, -0.09], [-0.19, -0.03, -0.10], [0.23, 0.44, -0.06], [0.26, 0.06, -0.23], [0.31, 0.06, -0.39], [-0.07, -0.13, 0.20], [-0.10, 0.02, -0.15], [-0.18, 0.14, -0.04], [-0.24, 0.03, -0.17], [0.10, -0.10, 0.10], [-0.08, 0.14, 0.15], [-0.27, -0.07, -0.15], [-0.20, -0.09, -0.31], [0.17, -0.22, -0.16], [-0.22, -0.03, -0.25], [-0.06, -0.06, 0.23], [0.31, -0.16, 0.12], [0.06, 0.16, -0.03], [0.43, 0.44, -0.16], [-0.27, -0.06, -0.16], [-0.10, 0.27, 0.13], [-0.30, -0.06, -0.04], [-0.35, 0.24, -0.08], [0.28, 0.16, -0.09], [0.06, 0.03, -0.06], [-0.03, -0.15, 0.17], [0.22, -0.25, -0.02], [0.09, 0.23, -0.02], [-0.07, 0.00, 0.17], [0.27, 0.02, -0.09], [0.17, -0.12, -0.11], [0.09, -0.10, 0.16], [0.13, 0.13, -0.22], [-0.08, 0.25, 0.14], [-0.19, 0.10, -0.13], [-0.36, 0.06, -0.07], [0.04, -0.05, 0.21], [-0.25, -0.01, 0.12], [0.11, -0.29, 0.13], [-0.06, 0.10, 0.04], [0.12, 0.36, -0.23], [0.07, -0.20, 0.18], [-0.12, 0.10, -0.29], [-0.03, 0.00, 0.22], [0.22, -0.06, -0.23], [0.17, 0.37, -0.25], [0.16, -0.16, -0.06], [0.01, 0.00, -0.08], [-0.07, 0.16, 0.08], [-0.03, -0.03, 0.31], [-0.32, -0.15, -0.17]],
  "lumo_energy_ev": [-2.47, -2.47],
  "molar_mass_g_mol": 801.34,
  "total_charge": 1,
  "homo_lumo_gap_ev": [4.5, 5.0]
}